--- one ---
C6H9NO2 | ωB97M-V/def2-TZVPD

Results
LUMO energy: 0.61 eV
SMILES: CC1=CC=CC1.O=NO
gap between HOMO and LUMO: 9.3 eV
HOMO energy: -8.68 eV

CARTESIAN COORDINATES (ANGSTROEM)
1 C 0.32640 0.93960 -0.87395
2 C -0.93071 0.58806 -0.85714
3 C 0.97097 0.74354 0.42634
4 C -1.23202 0.20288 0.50944
5 C -0.13109 0.32461 1.29514
6 C -0.07955 0.05027 2.72236
7 N 0.36089 -1.11908 -3.16575
8 O 0.70214 -1.61469 -4.17118
9 O 0.04458 -2.05852 -2.18296
10 H 0.96634 1.20295 -1.77750
11 H -1.56095 0.72027 -1.71995
12 H 1.88524 0.00821 0.46073
13 H 1.40819 1.68630 0.72050
14 H -2.24504 -0.09388 0.79536
15 H -0.24966 -1.33548 -1.49082
16 H -1.07148 -0.63607 2.93645
17 H -0.06464 0.90426 3.39687
18 H 0.90038 -0.51322 2.97606

--- two ---
C6H9NO2 | ωB97M-V/def2-TZVPD

Results
LUMO energy: 0.68 eV
SMILES: C[C@H]1C(=O)CC=N[C@@H]1O
gap between HOMO and LUMO: 10.0 eV
HOMO energy: -9.36 eV

CARTESIAN COORDINATES (ANGSTROEM)
1 C 1.45379 1.22819 0.86745
2 C -0.22822 -0.57887 1.16976
3 C 0.54031 0.49101 1.78491
4 C -0.78341 -0.12854 -0.17575
5 C 0.68249 0.14127 -1.04910
6 C -1.47195 -1.24015 -0.84020
7 N 1.50934 1.03364 -0.37725
8 O -0.32575 -1.72075 1.51889
9 O 0.33361 0.62343 -2.34310
10 H 2.22581 1.89264 1.30652
11 H 1.11607 0.15225 2.62771
12 H -0.11963 1.14242 2.37484
13 H -1.03936 0.88486 -0.08164
14 H 1.22498 -0.88160 -1.21226
15 H -0.83578 -2.16522 -1.03252
16 H -1.86073 -0.84454 -1.92063
17 H -2.24835 -1.40675 -0.24821
18 H -0.17320 1.37671 -2.36941

Bottom line: two, by a margin of 212.4 kJ/mol.